[1]
Molecular formula: C5H11O2
Method: DFT, ωB97M-V/def2-TZVPD

CARTESIAN COORDINATES (ANGSTROEM)
C (-0.69, -1.82, 0.18)
C (-0.04, -3.21, -0.32)
C (0.18, -0.60, -0.13)
H (-1.72, -1.64, -0.11)
H (-0.92, -1.86, 1.30)
H (0.96, -3.32, -0.12)
H (-0.12, -3.49, -1.33)
H (-0.32, 0.32, -0.71)
H (0.72, -0.21, 0.77)
H (-0.68, -4.01, 0.25)
H (1.02, -0.87, -0.79)
C (-0.25, 2.88, -0.32)
C (0.94, 2.91, 0.73)
O (2.06, 2.76, 0.32)
O (0.51, 3.26, 1.86)
H (-0.80, 3.74, 0.01)
H (-1.06, 2.01, -0.37)
H (0.21, 3.15, -1.24)

* LUMO level (alpha / beta): 6.4883 / 6.4305 eV
* F_max: 5.7 eV/Å
* Kohn-Sham gap (alpha / beta): 2.730 / 8.048 eV
* net charge: -2
* 2S+1: 2
* highest occupied orbital energy (alpha / beta): 3.8 / -1.6 eV

***

[2]
Molecular formula: C6H12O
Method: DFT, ωB97M-V/def2-TZVPD

CARTESIAN COORDINATES (ANGSTROEM)
C (-0.79, -1.38, -1.57)
C (-0.29, -1.24, -0.14)
C (0.11, 0.18, 0.26)
C (-0.93, 1.23, -0.07)
C (0.67, 0.33, 1.67)
C (1.76, 1.31, 1.22)
O (1.38, 0.52, -0.43)
H (-0.06, -0.99, -2.29)
H (-1.74, -0.84, -1.73)
H (-0.97, -2.43, -1.82)
H (0.59, -1.88, 0.01)
H (-1.05, -1.57, 0.57)
H (-1.07, 1.34, -1.15)
H (-1.90, 0.95, 0.36)
H (-0.62, 2.19, 0.35)
H (1.00, -0.65, 2.07)
H (-0.05, 0.76, 2.38)
H (2.74, 0.83, 1.35)
H (1.24, 1.29, -1.01)

* LUMO level: 0.8010 eV
* F_max: 0.3 eV/Å
* Kohn-Sham gap: 8.450 eV
* net charge: 0
* highest occupied orbital energy: -7.6 eV

***

[3]
Molecular formula: C4H8N2O3
Method: DFT, ωB97M-V/def2-TZVPD

CARTESIAN COORDINATES (ANGSTROEM)
C (2.08, -0.36, -0.68)
O (1.02, 0.53, -0.37)
C (-0.01, -0.05, 0.36)
C (-0.72, 1.03, 1.19)
N (-1.77, 0.85, 1.89)
C (-1.05, -0.77, -0.51)
N (-1.00, -0.47, -1.81)
O (-1.86, -1.54, -0.01)
H (2.82, 0.22, -1.25)
H (2.55, -0.74, 0.24)
H (1.73, -1.21, -1.29)
H (0.37, -0.80, 1.07)
H (-0.33, 0.20, -2.16)
H (-1.68, -0.86, -2.45)
O (0.12, 1.98, 1.59)
H (-2.28, 0.03, 1.58)
H (0.00, 1.95, 2.61)

* LUMO level: 0.5807 eV
* SMILES: [H]/N=C(/O)[C@H](OC)C(N)=O
* F_max: 2.9 eV/Å
* Kohn-Sham gap: 10.266 eV
* net charge: 0
* highest occupied orbital energy: -9.7 eV

***

Values of ΔE to the lowest compared entry with this formula, charge and spin, in order: 33.8; 96.0; 42.2, all in kcal/mol.